Entry 1:
{
  "formula": "C22H13Cl3GeN6NiO4S2",
  "method": "ωB97M-V/def2-TZVPD",
  "total_charge": 1,
  "lumo_energy_ev": [-5.69, -4.18],
  "e_homo_ev": [-12.09, -12.20],
  "homo_lumo_gap_ev": [6.40, 8.02],
  "multiplicity": 2,
  "species": ["Ge", "Ni", "Cl", "Cl", "Cl", "S", "S", "O", "O", "O", "O", "N", "N", "N", "N", "N", "N", "C", "C", "C", "C", "C", "C", "C", "C", "C", "C", "C", "C", "C", "C", "C", "C", "C", "C", "C", "C", "C", "C", "H", "H", "H", "H", "H", "H", "H", "H", "H", "H", "H", "H", "H"],
  "coordinates": [[1.621, -2.733, -1.255], [0.992, -0.534, -0.468], [2.550, -3.714, 0.390], [-0.110, -3.843, -1.800], [2.943, -2.582, -2.886], [-6.308, -1.888, -0.025], [3.965, 0.516, 2.762], [-1.896, 3.196, 2.080], [-1.758, 1.376, 0.945], [2.024, 0.364, -1.829], [3.345, 2.057, -2.437], [-0.660, -0.554, -1.675], [2.564, -0.322, 0.829], [-5.133, -2.179, 1.037], [-1.310, 2.439, 1.350], [-0.333, -1.506, 0.782], [-5.431, -1.306, -1.243], [3.869, -0.333, 0.392], [2.502, 3.498, -0.099], [-2.431, -2.445, 2.334], [2.490, 1.573, -1.737], [1.938, 4.222, 0.944], [-0.108, -2.032, 1.980], [-0.732, -0.117, -2.925], [2.480, 0.107, 2.064], [-2.676, -1.916, 1.066], [4.765, 0.085, 1.316], [-3.027, -0.879, -1.638], [1.823, 2.423, -0.664], [0.015, 2.836, 0.852], [-1.596, -1.462, 0.317], [-3.104, -0.415, -2.955], [-4.166, -1.316, -0.851], [-1.948, -0.039, -3.602], [-1.133, -2.511, 2.790], [0.558, 2.112, -0.194], [0.681, 3.894, 1.437], [-3.994, -1.820, 0.464], [-1.776, -0.940, -1.036], [-3.261, -2.800, 2.931], [-1.967, 0.317, -4.621], [-0.897, -2.928, 3.757], [0.925, -2.083, 2.299], [3.479, 3.747, -0.490], [1.544, 0.211, 2.592], [0.206, 0.176, -3.378], [-0.080, 1.373, -0.673], [5.833, 0.167, 1.212], [4.090, -0.624, -0.623], [-4.068, -0.364, -3.443], [2.480, 5.049, 1.379], [0.221, 4.443, 2.247]],
  "forces_ev_per_angstrom": [[-0.1, 0.1, 0.0], [0.0, 0.1, 0.1], [0.0, 0.0, 0.0], [0.0, 0.0, 0.0], [0.0, 0.0, 0.0], [0.2, 0.0, 0.0], [0.0, 0.0, 0.0], [0.0, 0.0, 0.3], [0.0, -0.2, 0.1], [0.0, -0.4, -0.3], [0.3, 0.0, 0.0], [-0.1, -0.1, -0.1], [0.0, 0.0, 0.1], [0.1, 0.0, 0.1], [-0.2, 0.2, -0.5], [0.0, 0.1, -0.1], [0.1, 0.0, -0.1], [0.0, 0.0, 0.0], [0.0, 0.0, 0.1], [0.0, 0.0, 0.0], [-0.5, 0.3, 0.0], [0.0, 0.0, -0.1], [0.0, 0.0, 0.1], [-0.1, 0.0, 0.0], [0.0, 0.0, 0.0], [-0.1, 0.0, 0.0], [0.0, 0.0, 0.0], [-0.1, 0.0, 0.0], [0.2, -0.1, 0.1], [0.2, 0.0, 0.1], [0.0, 0.0, -0.1], [0.0, 0.0, 0.0], [-0.1, 0.0, 0.0], [0.0, 0.0, 0.0], [0.0, 0.0, 0.0], [-0.2, -0.1, 0.0], [0.0, 0.0, 0.0], [-0.1, 0.0, 0.0], [0.0, 0.0, 0.0], [0.0, 0.0, 0.0], [0.0, 0.0, 0.0], [0.0, 0.0, 0.0], [0.0, 0.0, 0.0], [0.0, 0.0, 0.0], [0.0, 0.0, 0.0], [0.0, 0.0, 0.0], [0.1, 0.1, 0.1], [0.0, 0.0, 0.0], [0.0, 0.0, 0.0], [0.0, 0.0, 0.0], [0.0, 0.0, 0.0], [0.0, 0.0, 0.0]],
  "mulliken_charge": [0.89, -0.67, -0.27, -0.25, -0.22, 0.19, -0.14, -0.60, -0.54, -0.42, -0.65, 0.55, 1.09, -0.68, 0.97, 0.71, -0.67, -0.98, -0.79, -0.84, 0.25, -0.66, -0.53, -0.64, -0.42, 0.35, -0.24, 0.45, 0.72, -0.67, 0.12, -0.76, 0.91, -0.94, -1.09, 0.72, -0.63, 0.83, 0.20, 0.57, 0.48, 0.49, 0.59, 0.55, 0.36, 0.58, 0.39, 0.47, 0.33, 0.57, 0.45, 0.54]
}

Entry 2:
{
  "formula": "C22H13Co2N2O6",
  "method": "ωB97M-V/def2-TZVPD",
  "total_charge": -1,
  "lumo_energy_ev": 1.69,
  "e_homo_ev": -2.81,
  "homo_lumo_gap_ev": 4.51,
  "multiplicity": 1,
  "species": ["Co", "Co", "O", "O", "O", "O", "O", "O", "N", "N", "C", "C", "C", "C", "C", "C", "C", "C", "C", "C", "C", "C", "C", "C", "C", "C", "C", "C", "C", "C", "C", "C", "H", "H", "H", "H", "H", "H", "H", "H", "H", "H", "H", "H", "H"],
  "coordinates": [[-1.519, -1.667, 2.566], [-0.126, 1.024, 2.795], [-3.299, -0.567, 4.625], [-1.923, 2.385, 4.999], [-3.064, -3.494, 0.850], [0.700, 3.168, 0.997], [0.727, -2.979, 3.970], [2.345, -0.147, 3.974], [1.723, -3.677, -0.108], [2.212, -2.017, -3.075], [1.304, -2.835, -2.440], [0.072, -0.691, 0.068], [-2.650, 2.762, -0.948], [4.383, -1.028, -3.196], [-2.168, 1.399, 0.970], [0.424, 2.330, 1.717], [-2.485, 2.488, 1.763], [-2.884, 3.689, 1.235], [3.479, -1.815, -2.554], [1.514, -3.340, -1.218], [-0.340, -0.404, 1.422], [-2.613, -1.023, 3.840], [2.765, -0.583, -4.900], [-2.976, 3.825, -0.131], [1.393, 0.296, 3.536], [-1.507, 2.057, 3.945], [-1.680, 0.161, 1.649], [1.871, -1.385, -4.258], [-0.142, -2.484, 3.427], [-2.245, 1.558, -0.405], [4.032, -0.403, -4.377], [-2.466, -2.792, 1.516], [0.880, -1.532, -4.652], [-1.989, 0.738, -1.053], [3.732, -2.315, -1.635], [0.724, -1.520, -0.104], [0.351, -3.006, -2.907], [5.369, -0.901, -2.786], [-3.050, 4.527, 1.895], [2.484, -0.091, -5.814], [0.056, 0.087, -0.660], [4.743, 0.218, -4.888], [-3.300, 4.761, -0.559], [-2.729, 2.875, -2.019], [-2.127, 2.352, 2.926]],
  "forces_ev_per_angstrom": [[0.5, 2.7, -0.3], [-0.1, -1.5, 0.8], [-0.5, 0.3, 0.3], [0.6, -0.3, -3.0], [-0.6, -0.4, -0.3], [0.6, 0.8, -0.6], [0.2, 0.1, 0.0], [0.6, -0.4, -0.1], [-0.2, 0.2, -2.0], [-0.2, -0.3, 0.2], [-0.5, 0.9, -2.5], [0.4, 0.2, 4.0], [-0.1, 0.2, -0.1], [-0.2, 0.3, -0.5], [-0.5, -1.5, 0.7], [-0.7, -0.7, 0.4], [-0.4, 0.7, 0.7], [0.1, 0.0, 0.7], [-0.6, -0.3, 0.0], [1.2, -1.3, 4.4], [-2.9, -1.0, -4.0], [0.6, -0.4, 0.1], [0.3, 0.0, 0.2], [-0.2, 0.3, -0.6], [-1.1, 1.0, 0.7], [3.1, -2.0, 6.7], [3.7, 0.8, 0.5], [0.1, -0.2, 0.5], [-1.0, -0.2, -0.4], [-0.2, -0.3, -0.3], [0.5, 0.4, -0.3], [1.1, 0.3, 0.1], [-0.1, -0.2, 0.3], [-0.1, -0.2, -0.1], [-0.4, -0.2, 0.1], [0.4, -0.1, 0.0], [0.0, 0.2, -0.3], [0.1, 0.0, 0.2], [-0.2, 0.2, 0.1], [-0.2, 0.0, -0.2], [-0.6, 0.5, -0.7], [0.2, 0.2, -0.1], [0.0, 0.2, -0.1], [0.1, 0.0, -0.2], [-2.8, 1.1, -4.9]],
  "mulliken_charge": [0.09, -0.22, -0.35, -0.43, -0.37, -0.38, -0.32, -0.38, -0.56, 0.18, -0.28, -0.56, -0.84, -0.61, 1.44, 0.13, 0.50, -0.43, -0.09, 0.17, 1.06, 0.11, -0.52, -0.43, 0.12, -0.44, -1.91, -0.21, 0.13, -0.11, -0.24, 0.07, 0.33, 0.64, 0.38, -0.18, 0.30, 0.38, 0.44, 0.37, 0.42, 0.37, 0.38, 0.37, 0.48]
}

Entry 3:
{
  "formula": "C22H14AsF2IrN2O10S3",
  "method": "ωB97M-V/def2-TZVPD",
  "total_charge": -1,
  "lumo_energy_ev": [1.64, -0.68],
  "e_homo_ev": [-3.67, -6.69],
  "homo_lumo_gap_ev": [5.31, 6.01],
  "multiplicity": 6,
  "species": ["Ir", "As", "S", "S", "S", "F", "F", "O", "O", "O", "O", "O", "O", "O", "O", "O", "O", "N", "N", "C", "C", "C", "C", "C", "C", "C", "C", "C", "C", "C", "C", "C", "C", "C", "C", "C", "C", "C", "C", "C", "C", "H", "H", "H", "H", "H", "H", "H", "H", "H", "H", "H", "H", "H", "H"],
  "coordinates": [[0.452, -0.148, -0.100], [-0.081, 2.789, -1.287], [-2.720, -0.219, 1.598], [-4.477, -3.575, 0.031], [-2.330, 0.359, -1.642], [1.583, -2.642, 0.910], [0.738, -2.703, -1.119], [2.009, 0.144, -1.877], [-3.467, -0.409, -2.057], [0.051, 1.820, 0.131], [-1.445, -0.535, -0.763], [-4.837, -4.553, 1.017], [-2.567, 1.627, -1.002], [1.642, 3.142, -1.583], [-0.791, 4.244, -1.166], [3.105, -0.199, 2.549], [-4.111, -4.006, -1.280], [2.322, -0.001, 0.347], [-3.278, -2.607, 0.691], [5.322, 0.335, -1.735], [2.884, 0.158, -0.929], [-3.734, -1.441, 0.932], [6.605, 0.294, -1.264], [3.321, -0.070, 1.349], [-5.712, -2.308, -0.012], [0.555, -2.200, 0.142], [-7.757, -1.173, -0.339], [4.266, 0.215, -0.803], [4.553, 0.072, 0.599], [-5.148, -1.182, 0.547], [6.887, 0.139, 0.124], [-0.719, 0.402, -5.317], [0.179, 1.454, -5.228], [-1.301, 0.731, -3.027], [-5.879, -0.015, 0.653], [-7.011, -2.340, -0.465], [-1.468, 0.032, -4.211], [-0.379, 1.771, -2.916], [-7.196, -0.026, 0.211], [0.361, 2.133, -4.032], [5.873, 0.033, 1.049], [-5.422, 0.881, 1.052], [0.750, 1.749, -6.100], [-0.846, -0.126, -6.253], [7.918, 0.100, 0.452], [7.430, 0.380, -1.960], [-7.791, 0.874, 0.285], [-7.429, -3.234, -0.908], [1.759, 4.041, -1.249], [5.113, 0.458, -2.790], [-8.781, -1.154, -0.687], [1.083, 2.932, -3.948], [6.078, -0.084, 2.106], [-0.379, -2.611, 0.540], [-2.187, -0.774, -4.252]],
  "forces_ev_per_angstrom": [[1.2, 0.3, -0.5], [0.5, 0.8, 0.0], [0.1, 0.2, 0.3], [-0.3, -0.3, -0.1], [0.0, 0.2, 0.0], [0.0, -0.1, 0.0], [0.1, 0.0, 0.0], [-0.2, 0.0, 0.5], [0.0, -0.1, -0.1], [-0.3, -0.4, -0.3], [-0.2, 0.0, 0.0], [0.1, 0.0, 0.0], [0.0, -0.1, -0.1], [-0.1, 0.0, 0.0], [-0.2, -0.2, 0.1], [0.0, 0.0, -0.4], [0.1, 0.1, 0.0], [-0.6, 0.0, -0.1], [0.3, -0.8, -0.1], [0.1, 0.0, 0.1], [-0.2, -0.1, -0.2], [-0.2, 0.4, 0.0], [0.0, 0.0, 0.0], [0.0, 0.0, 0.3], [0.1, -0.1, 0.1], [-0.4, -0.1, 0.4], [0.0, 0.0, 0.0], [0.3, 0.0, 0.1], [0.1, -0.1, -0.2], [-0.1, 0.2, 0.0], [0.0, 0.0, 0.0], [0.0, 0.0, 0.0], [0.0, 0.0, 0.0], [0.0, 0.1, 0.0], [0.0, 0.1, 0.1], [0.0, -0.1, -0.1], [0.0, 0.0, 0.0], [-0.2, -0.2, 0.2], [0.0, 0.0, 0.0], [0.0, 0.0, 0.1], [0.0, 0.1, -0.1], [0.0, 0.0, 0.0], [0.0, 0.0, 0.0], [0.0, 0.0, 0.0], [0.0, 0.0, 0.0], [0.0, 0.0, 0.0], [0.0, 0.0, 0.0], [0.0, 0.0, 0.0], [0.0, 0.0, 0.0], [0.0, 0.0, 0.0], [0.0, 0.0, 0.0], [0.0, 0.0, 0.0], [0.0, 0.0, 0.0], [0.0, 0.0, 0.0], [0.0, 0.0, 0.0]],
  "mulliken_charge": [1.69, 1.18, -0.03, 1.17, 1.68, -0.25, -0.27, -0.82, -0.67, -0.76, -0.76, -0.64, -0.65, -0.56, -0.78, -0.75, -0.61, 0.02, -0.37, -0.67, 0.58, 0.38, -0.41, 0.17, 0.11, 0.24, -0.41, 0.23, -0.02, 0.64, -0.48, -0.61, -0.59, 0.06, -0.52, -0.70, -0.50, -0.19, -0.67, -0.52, -0.54, 0.43, 0.38, 0.40, 0.38, 0.39, 0.38, 0.43, 0.27, 0.47, 0.39, 0.52, 0.44, 0.23, 0.51]
}

Entry 4:
{
  "formula": "C22H14Cl6N4O4V",
  "method": "ωB97M-V/def2-TZVPD",
  "total_charge": 0,
  "lumo_energy_ev": [-2.08, -1.45],
  "e_homo_ev": [-9.49, -9.49],
  "homo_lumo_gap_ev": [7.42, 8.04],
  "multiplicity": 2,
  "species": ["V", "Cl", "Cl", "Cl", "Cl", "Cl", "Cl", "O", "O", "O", "O", "N", "N", "N", "N", "C", "C", "C", "C", "C", "C", "C", "C", "C", "C", "C", "C", "C", "C", "C", "C", "C", "C", "C", "C", "C", "C", "H", "H", "H", "H", "H", "H", "H", "H", "H", "H", "H", "H", "H", "H"],
  "coordinates": [[-0.037, -1.309, -1.003], [-0.551, 1.201, 1.606], [-0.200, -0.957, -3.128], [4.625, 2.610, 1.418], [2.838, -1.454, -1.662], [1.759, 2.999, 2.535], [5.196, 0.354, -0.676], [0.259, -2.996, -0.680], [0.610, -5.082, 0.088], [-2.709, -2.815, 0.435], [-1.668, 1.280, -1.242], [-3.628, 0.438, -0.352], [-0.051, -2.033, 1.657], [0.376, -3.347, 1.544], [-1.837, -0.904, -0.497], [2.556, -0.196, -0.491], [2.058, 1.763, 1.374], [-4.456, -1.262, 4.020], [1.023, 0.941, 0.924], [-5.257, -0.181, 4.347], [-6.067, -2.380, -0.032], [-6.322, -1.773, -2.723], [-5.215, -1.441, -0.610], [1.253, -0.043, -0.038], [3.611, 0.597, -0.056], [0.416, -3.925, 0.302], [3.352, 1.591, 0.877], [-5.318, 0.450, 2.030], [-4.499, -0.626, 1.692], [-7.042, -3.001, -0.794], [-4.109, -0.806, 0.224], [-2.329, 0.394, -0.755], [-5.340, -1.151, -1.962], [-2.825, -1.661, 0.082], [-5.691, 0.675, 3.344], [-4.082, -1.486, 2.702], [-7.176, -2.693, -2.142], [-5.547, -0.006, 5.374], [-6.326, 1.517, 3.587], [-7.696, -3.729, -0.334], [-6.411, -1.538, -3.775], [-4.121, -1.942, 4.792], [0.297, -3.985, 2.320], [-0.999, -1.983, 2.012], [-3.475, -2.347, 2.462], [-4.171, 1.278, -0.440], [-4.661, -0.447, -2.426], [0.577, -1.505, 2.249], [-5.680, 1.118, 1.258], [-5.958, -2.637, 1.012], [-7.939, -3.177, -2.736]],
  "forces_ev_per_angstrom": [[-0.5, 0.0, 0.5], [0.2, -0.2, 0.1], [0.0, 0.0, 0.2], [0.0, -0.1, 0.0], [0.1, 0.1, 0.1], [0.0, -0.1, -0.1], [-0.1, 0.0, 0.1], [0.5, -0.7, -0.3], [0.0, 0.0, 0.0], [-0.1, 0.2, 0.0], [0.0, 0.0, -0.2], [0.1, -0.1, 0.0], [-0.1, 0.2, 0.0], [0.2, -0.2, 0.0], [-0.4, 0.5, -0.1], [-0.1, 0.0, 0.0], [-0.1, 0.0, 0.0], [-0.1, 0.1, 0.0], [0.1, 0.2, 0.0], [0.0, 0.0, 0.0], [0.1, 0.0, 0.0], [0.1, 0.1, 0.0], [-0.1, -0.2, 0.2], [0.1, 0.1, -0.2], [0.2, -0.1, -0.2], [-0.2, 0.4, -0.1], [0.0, 0.1, 0.1], [0.0, 0.0, 0.0], [0.0, 0.1, 0.1], [0.0, 0.0, -0.1], [0.3, 0.1, -0.1], [-0.1, 0.0, 0.1], [0.0, 0.0, -0.1], [0.2, -0.6, 0.0], [0.0, 0.0, 0.0], [0.1, 0.0, 0.0], [0.0, -0.1, 0.1], [0.0, 0.0, 0.0], [0.0, 0.0, 0.0], [0.0, 0.0, 0.0], [0.0, 0.0, 0.0], [0.0, 0.0, 0.0], [0.0, 0.0, 0.0], [-0.1, 0.0, 0.0], [0.0, 0.0, 0.0], [0.0, 0.0, 0.0], [0.0, 0.0, 0.0], [0.0, 0.0, 0.0], [0.0, 0.0, 0.0], [0.0, 0.0, 0.0], [0.0, 0.0, 0.0]],
  "mulliken_charge": [0.16, -0.14, -0.40, -0.17, -0.17, -0.18, -0.18, -0.46, -0.58, -0.67, -0.60, 0.18, -0.04, -0.38, 1.00, 1.26, -0.30, -1.21, 0.97, -0.38, -0.24, -0.94, -0.53, -0.74, -0.28, 0.63, 0.60, -0.38, -0.66, -0.96, 3.20, -0.50, -0.20, -0.91, -1.01, 0.26, -0.42, 0.42, 0.41, 0.40, 0.40, 0.42, 0.24, 0.10, 0.71, 0.24, 0.47, 0.36, 0.34, 0.46, 0.40]
}

Entry 5:
{
  "formula": "C22H14Co2O7",
  "method": "ωB97M-V/def2-TZVPD",
  "total_charge": -2,
  "lumo_energy_ev": 4.84,
  "e_homo_ev": -0.90,
  "homo_lumo_gap_ev": 5.74,
  "multiplicity": 1,
  "species": ["Co", "Co", "O", "O", "O", "O", "O", "O", "O", "C", "C", "C", "C", "C", "C", "C", "C", "C", "C", "C", "C", "C", "C", "C", "C", "C", "C", "C", "C", "C", "C", "H", "H", "H", "H", "H", "H", "H", "H", "H", "H", "H", "H", "H", "H"],
  "coordinates": [[-2.985, -1.723, -0.713], [-0.614, -0.141, -0.646], [1.218, -1.540, -2.400], [0.735, 0.518, 1.844], [-5.530, -3.218, -0.809], [1.944, -1.630, 0.688], [0.032, 2.422, -1.797], [-1.317, -3.486, -2.336], [-2.074, -2.550, 1.986], [0.486, -1.042, -1.664], [6.365, -0.637, -1.081], [-3.576, 3.491, 1.711], [-2.431, -2.218, 0.937], [5.718, -0.065, 1.272], [-3.201, -0.379, -1.849], [-0.228, 1.377, -1.383], [-1.938, -2.740, -1.699], [-3.159, 1.163, 0.237], [-4.136, 3.376, 0.437], [-4.544, -2.618, -0.817], [0.274, 0.106, 0.862], [-2.755, 0.043, -0.587], [3.151, -1.342, 0.972], [-2.887, 2.426, 2.289], [-3.559, -0.010, -3.089], [-3.945, 2.211, -0.307], [5.397, -0.706, 0.068], [4.829, -0.161, 2.355], [-2.715, 1.245, 1.575], [3.624, -0.840, 2.261], [4.200, -1.394, -0.035], [-4.064, -0.746, -3.713], [-3.448, 1.003, -3.483], [-2.201, 0.377, 2.002], [-4.350, 2.111, -1.322], [-3.695, 4.415, 2.263], [3.948, -1.881, -0.974], [2.946, -0.916, 3.111], [-4.693, 4.214, 0.014], [5.987, -1.166, -1.954], [5.100, 0.320, 3.298], [7.329, -1.074, -0.810], [6.663, 0.479, 1.374], [-2.453, 2.524, 3.283], [6.553, 0.400, -1.373]],
  "forces_ev_per_angstrom": [[0.6, -5.1, 1.9], [-1.9, -0.8, -1.0], [-0.5, 0.3, 0.6], [-0.6, -0.4, -1.6], [0.8, 0.3, -0.2], [1.2, -0.7, 0.5], [0.2, -0.3, 0.2], [-1.0, 1.1, 0.8], [-0.5, 0.5, -1.6], [1.3, -0.8, -1.4], [0.1, -0.1, -0.1], [-0.2, 0.2, -0.1], [0.3, -0.4, 1.6], [0.1, 0.2, 0.3], [-0.6, 3.1, -1.1], [-1.1, 0.3, -0.5], [1.6, -1.6, -1.3], [-0.7, 0.3, 0.1], [0.2, -0.2, 0.0], [-0.4, 0.4, 0.5], [0.3, 0.7, 3.5], [1.8, 2.9, -1.1], [0.4, 0.4, -0.1], [0.0, -0.5, -0.2], [-0.3, -0.4, 0.4], [0.4, 0.0, 0.4], [-0.2, -0.2, 0.6], [0.2, -0.2, -0.2], [-0.3, 0.3, -0.1], [-0.5, -0.1, -0.6], [-0.3, 0.3, -0.1], [0.3, 0.1, -0.3], [0.0, -0.2, 0.2], [-0.1, 0.5, -0.2], [0.3, 0.0, 0.5], [0.0, 0.0, 0.0], [-0.1, 0.1, 0.0], [0.1, 0.2, -0.2], [0.1, -0.2, 0.1], [0.0, 0.0, -0.1], [0.0, -0.2, -0.1], [0.1, 0.0, 0.0], [-0.3, -0.1, 0.0], [-0.2, 0.0, -0.1], [0.0, 0.0, 0.0]],
  "mulliken_charge": [-0.10, 0.19, -0.36, -0.39, -0.46, -0.73, -0.44, -0.39, -0.39, 0.07, -1.44, -0.36, 0.22, -0.45, -0.66, 0.04, 0.09, 0.90, -0.51, 0.19, 0.40, 1.31, 0.24, -0.76, -0.86, -0.65, 1.17, -0.29, -0.23, -0.73, -0.80, 0.15, 0.30, 0.34, 0.24, 0.34, 0.22, 0.38, 0.34, 0.34, 0.29, 0.30, 0.26, 0.34, 0.29]
}